(1)
54
Properties=species:S:1:pos:R:3:forces:R:3 method="wB97M-V/def2-TZVPD" max_force_ev_per_a=9.32 e_above_lowest_kcal_mol=232.1 e_homo_ev=-9.59 molar_mass_g_mol=440.354 total_charge=0 smiles="CCOC(C)=O.O=C1OCCO1.O=C1OCCO1.O=C1OCCO1.O=C1OCCO1"
O 0.3360 0.7522 2.1345 0.676 0.988 0.802
C 0.6902 0.6987 1.0002 0.947 -2.333 -2.064
O -0.1445 0.6364 -0.0531 -1.490 2.924 3.324
C -1.5252 0.5930 0.1193 -0.989 1.217 0.250
C -2.2129 2.0244 0.1977 0.458 -1.346 -0.274
C 2.1299 0.3639 0.5116 -3.192 -0.230 3.113
H -1.7681 -0.0275 0.9819 1.003 1.299 -1.992
H -1.8033 0.0272 -0.7699 -0.769 0.178 -0.168
H -1.9086 2.5531 1.1010 0.294 0.060 -0.267
H -3.2998 1.9556 0.2445 -0.063 -0.334 -0.067
H -1.9742 2.6038 -0.6942 0.181 0.093 0.145
H 2.4063 -0.6172 0.8979 -0.353 -0.104 0.446
H 2.6853 1.2056 0.9254 -1.878 -2.540 1.936
H 2.3110 0.3514 -0.5632 -0.800 0.421 1.899
C 0.0971 -2.6723 0.0013 2.887 -2.028 -0.333
C -1.1510 -2.5421 0.6667 -3.190 2.146 -0.054
O -1.1544 -3.3354 1.7924 -1.702 -0.059 0.930
C 0.0121 -3.8769 1.9522 0.243 -1.997 1.478
O 0.2002 -4.6470 2.8656 1.081 0.632 -0.895
O 0.8094 -3.5207 0.9508 1.847 -0.090 -0.091
H 0.6621 -1.7516 -0.1442 -0.105 -0.463 -0.205
H -0.0377 -3.3002 -0.8795 0.637 0.463 -0.234
H -1.9472 -2.9101 0.0195 -0.408 0.535 0.101
H -1.3604 -1.5374 1.0338 0.548 -1.046 -0.852
C -0.2200 -0.5066 -4.4999 -2.283 0.541 -1.126
C -0.7927 -1.6994 -3.7983 -0.316 -0.277 0.169
O -0.0527 -1.6899 -2.6158 1.220 0.800 1.921
C 0.4227 -0.4246 -2.3806 2.272 0.808 0.558
O 1.0232 -0.0328 -1.3901 -1.399 -3.859 -8.367
O 0.2408 0.3612 -3.4953 0.823 -1.111 1.347
H -1.0563 0.0807 -4.8792 0.349 -0.329 -1.251
H 0.4843 -0.9296 -5.2163 0.523 1.112 -0.065
H -0.5443 -2.6100 -4.3435 -0.515 -0.073 0.147
H -1.8328 -1.6116 -3.4841 -0.222 -0.166 -0.575
C 4.1913 0.9545 -0.3304 1.734 -0.946 0.326
C 3.9655 1.1018 -1.7776 0.717 -0.609 -0.827
O 3.4989 2.4029 -1.9167 -0.178 2.594 0.534
C 3.3173 2.9795 -0.6098 -1.937 3.927 -4.272
O 2.8961 4.0836 -0.3406 0.881 -1.415 -1.250
O 3.4701 2.0713 0.2147 5.492 -0.651 2.399
H 5.2478 0.9343 -0.0630 -0.121 0.669 0.304
H 3.6997 0.0280 -0.0335 1.864 0.535 0.351
H 3.2299 0.3970 -2.1651 -0.006 0.091 -0.154
H 4.9388 0.8953 -2.2228 -0.157 0.454 -0.800
C -3.4968 1.6152 3.4364 -0.883 0.665 0.589
C -1.9870 1.4561 3.5085 -1.386 0.113 0.294
O -1.8475 0.2586 2.8044 1.053 -2.171 0.512
C -2.9430 -0.2488 2.3272 -3.422 -1.012 -3.252
O -3.0402 -1.1009 1.4080 -1.475 2.188 4.856
O -4.0247 0.5275 2.6556 1.264 -0.274 0.597
H -3.7451 2.5453 2.9251 -0.383 -0.064 0.273
H -3.8736 1.5554 4.4574 -0.581 0.231 -0.267
H -1.6952 1.2834 4.5445 0.554 0.346 -0.282
H -1.5265 2.2959 2.9883 0.653 -0.503 0.382

(2)
42
Properties=species:S:1:pos:R:3:forces:R:3 method="wB97M-V/def2-TZVPD" max_force_ev_per_a=6.57 e_above_lowest_kcal_mol=47.0 e_homo_ev=-8.53 molar_mass_g_mol=248.366 total_charge=0
O -1.3902 4.8011 -2.3451 -0.090 -1.055 2.640
O -1.4436 3.3383 -0.5344 -0.062 1.195 -0.827
C -1.6185 4.5419 -1.1575 0.321 -0.490 -2.976
C 2.7680 0.0518 -0.1842 -2.047 0.316 1.136
C 1.6295 0.4990 0.4396 2.132 0.371 -0.275
C -0.5128 -1.4693 -0.7188 1.407 -0.009 2.800
C 0.1362 -1.5136 0.5169 -3.911 1.367 -5.098
C -0.6260 -3.2836 2.1970 1.480 0.792 0.635
C 1.3615 -3.7212 0.6366 -0.498 0.552 -0.876
C -2.9349 0.9068 -1.1103 0.528 0.880 0.632
C 1.2542 1.9926 0.3541 -0.165 -1.049 -0.068
C -0.7464 -0.2494 -1.5877 -0.980 -0.659 0.560
C 0.5345 -2.6322 1.3605 0.613 -1.327 0.910
C 0.7494 2.4248 -1.0283 -0.401 -0.433 0.384
C -1.4189 0.9326 -0.8605 0.172 0.370 0.867
C 1.3997 -1.5525 2.0924 0.720 -0.458 1.668
C -0.7720 2.2675 -1.2875 0.321 -0.372 0.115
C 0.7406 -0.3897 1.2950 0.590 -0.184 0.161
H -2.0810 5.3283 -0.5660 0.024 -0.354 0.844
H 3.0767 -0.9894 -0.1590 -0.121 0.078 0.070
H 3.4118 0.7129 -0.7394 -0.016 0.257 -0.120
H -0.8535 -2.4061 -1.1238 0.032 -0.395 -0.131
H -1.2939 -3.8455 1.5785 -0.339 -0.333 -0.522
H -0.2220 -3.9460 2.9876 -0.065 0.204 -0.460
H -1.1977 -2.5123 2.7123 -0.078 0.105 -0.048
H 2.0551 -4.2018 1.3106 0.173 -0.219 0.260
H 0.6821 -4.4823 0.2112 0.349 0.231 0.135
H 1.9327 -3.2706 -0.2155 -0.388 -0.369 0.752
H -3.3399 -0.0053 -0.6996 -0.190 -0.472 -0.243
H -3.4417 1.7217 -0.5748 0.191 -0.097 -0.204
H -3.1205 1.0232 -2.1719 -0.273 -0.202 -0.217
H 2.0519 2.6491 0.6831 0.609 -0.156 -0.288
H 0.5122 2.1836 1.1082 -0.737 0.091 0.243
H 0.1894 0.0372 -2.0071 0.890 0.327 -0.409
H -1.3921 -0.5641 -2.4263 0.274 0.219 0.215
H 1.3555 1.9520 -1.8051 -0.219 -0.090 0.006
H 0.9558 3.4686 -1.0891 0.040 0.946 -0.396
H -1.2669 0.8157 0.2402 -0.020 0.119 -0.751
H 1.2860 -1.5649 3.1967 -0.102 0.297 -0.531
H 2.4789 -1.6228 1.9082 -0.273 -0.141 -0.164
H -0.9360 2.3691 -2.3628 -0.194 0.459 0.076
H 0.0467 0.2046 1.9263 0.303 -0.313 -0.506

(3)
45
Properties=species:S:1:pos:R:3:forces:R:3 method="wB97M-V/def2-TZVPD" max_force_ev_per_a=3.70 e_above_lowest_kcal_mol=10.4 e_homo_ev=-8.50 molar_mass_g_mol=328.499 total_charge=0
O 0.9292 -2.1289 6.1410 -0.422 -0.760 -0.185
S -0.8718 -3.5466 1.8289 -0.414 -0.023 -0.082
O -0.9368 -3.8823 7.5171 0.006 0.163 0.171
O -0.7984 -1.3748 3.3510 0.032 -1.484 0.279
S 0.9898 -3.3969 3.9114 -0.068 0.089 -0.485
C 0.4360 -3.0672 5.5431 0.062 1.726 3.271
C -0.3574 -2.6265 3.0829 -1.060 0.380 -1.609
C -1.9199 -4.8052 7.7346 -0.007 -0.504 -1.165
C -2.2422 -5.4571 6.5798 0.939 0.978 -0.322
C -1.3803 -4.8839 5.5614 -0.154 0.268 1.599
C -0.6008 -3.9230 6.1804 -1.036 -1.598 -0.899
C 0.5443 1.9048 -6.0703 0.174 -0.284 -0.085
C -2.0068 -0.8776 2.6576 -0.168 1.506 -0.282
C 1.8945 2.1641 -5.4078 0.420 0.564 0.261
C -1.5749 0.0133 1.4525 0.544 0.931 1.229
C 2.5600 0.8960 -4.8291 0.873 0.792 0.113
C -0.7953 -0.6457 0.3363 -0.373 0.606 -0.192
C 1.6338 -0.0231 -4.0961 -0.092 -0.130 1.738
C -0.2790 0.3609 -0.7101 -0.267 -1.309 0.566
C 1.0131 0.6475 -2.8029 1.168 -0.406 -0.577
C 0.4195 -0.3740 -1.8385 0.571 1.158 -0.163
H -2.3640 -5.0296 8.7049 0.704 0.794 -0.055
H -2.9901 -6.2274 6.4879 0.077 0.025 -0.119
H -1.3507 -5.1349 4.5323 0.076 -0.170 -0.691
H -0.2404 1.6376 -5.3367 0.430 -0.167 -0.474
H 0.7372 1.1038 -6.8012 -0.640 0.029 0.197
H 0.1650 2.7667 -6.6227 0.186 0.058 0.056
H -2.6935 -1.6569 2.2929 0.628 -0.147 0.488
H -2.5534 -0.2298 3.4231 0.939 -0.995 -0.881
H 2.5936 2.5715 -6.1662 -0.381 0.026 0.424
H 1.7792 2.9311 -4.6143 0.140 -0.345 -0.367
H -2.4529 0.5059 1.0267 -0.249 -0.185 0.152
H -0.9599 0.8647 1.8467 -0.411 -0.653 -0.061
H 3.3835 1.1867 -4.1082 -0.736 -0.152 -0.830
H 3.0521 0.3377 -5.6367 -0.100 0.131 0.011
H 0.0320 -1.2067 0.7397 0.389 -0.157 0.065
H -1.4675 -1.3560 -0.1268 0.018 -0.353 -0.381
H 2.2461 -0.9237 -3.8355 -0.769 0.484 0.060
H 0.7926 -0.3314 -4.7173 0.094 -0.226 -0.100
H -1.0937 0.9372 -1.1174 -0.497 0.283 -0.152
H 0.3946 1.0668 -0.2435 0.324 0.221 0.204
H 0.2619 1.3728 -3.1311 -0.081 -0.079 0.110
H 1.7667 1.2346 -2.2200 -0.246 -0.355 -0.673
H -0.2789 -0.9790 -2.3921 -0.305 -0.598 -0.018
H 1.2440 -0.9805 -1.4374 -0.322 -0.131 -0.149

(4)
48
Properties=species:S:1:pos:R:3:forces:R:3 method="wB97M-V/def2-TZVPD" max_force_ev_per_a=3.37 e_above_lowest_kcal_mol=47.6 e_homo_ev=-8.33 molar_mass_g_mol=320.198 total_charge=0 smiles="N[C@@]1(C(=O)O)C[C@@H](NCc2ccccc2)C[C@@H]1CCCB(O)O"
O -2.5489 -1.9315 1.3869 -1.287 -0.875 1.890
O 3.4739 -3.0223 3.9129 -1.170 -0.009 1.747
O 3.6703 -1.1762 2.5156 -1.010 -1.847 2.105
O -3.0981 -0.4616 3.1110 0.169 -1.403 0.007
B 2.8061 -1.9141 3.4077 -0.169 -0.551 -2.406
C -2.4949 -0.8786 1.9657 1.385 0.808 -1.499
C 0.9170 -0.0036 -5.0270 -2.049 -1.837 -1.124
C -0.3125 0.6323 -5.1195 1.188 1.212 -0.044
C 1.7802 0.3073 -4.0602 3.014 0.912 1.191
C -0.6058 1.6459 -4.2116 -0.363 -0.353 0.219
C 1.5267 1.3229 -3.1753 -0.609 1.755 0.709
C 0.2974 2.0356 -3.2155 0.412 -2.078 -0.438
N -1.2374 2.1362 -1.3121 -0.996 -1.630 -0.761
N -2.0658 1.5169 1.7361 0.284 0.844 2.758
C -0.2284 2.8436 -2.0994 -0.279 1.004 1.295
C 1.1729 -1.7903 3.5200 1.527 0.656 0.747
C 0.2914 -2.2381 2.3162 0.506 -1.167 2.808
C 0.4925 -1.3429 1.1960 1.630 1.445 -1.638
C 0.3051 0.7389 -0.0555 -0.405 1.802 0.684
C -2.0699 0.0821 -0.2083 0.320 0.083 -0.080
C -0.9119 0.7160 -1.0023 -1.113 1.637 0.847
C -0.0730 0.0928 1.2979 -1.259 -0.904 -1.293
C -1.6729 0.2187 1.2553 -0.338 -0.498 0.567
H 2.9225 -3.4295 4.6318 0.897 0.290 -1.151
H 4.4426 -1.7726 2.6645 -0.043 1.069 -0.683
H -3.4318 -1.2360 3.6050 -0.043 0.268 -0.403
H 1.0371 -0.9439 -5.5461 0.406 0.268 -0.795
H -0.8280 0.5355 -6.0495 -1.056 -0.548 -0.027
H 2.8216 -0.0536 -4.0533 -0.768 -0.503 0.079
H -1.6375 1.9821 -4.1447 0.203 0.525 -0.265
H 2.3210 1.5757 -2.4620 -0.536 0.062 -0.079
H -1.3158 2.5346 -0.4026 -0.125 0.920 0.563
H -2.9627 1.8215 1.3960 -0.278 -0.145 -0.384
H -2.2278 1.4171 2.7883 0.577 0.602 -1.907
H 0.5469 3.1924 -1.4100 0.483 0.097 -0.397
H -0.7797 3.7162 -2.4383 0.332 0.348 -0.380
H 1.1078 -0.7433 3.7230 -0.697 1.187 -0.102
H 0.8528 -2.1977 4.4814 -0.079 -0.514 -0.088
H 0.7095 -3.2358 2.1517 -0.716 -0.173 -0.611
H -0.7718 -2.2946 2.6140 0.864 -0.373 0.014
H 0.2760 -1.8016 0.2196 -0.505 0.181 0.260
H 1.5978 -1.1632 1.1234 -0.700 -0.148 -0.067
H 0.7328 1.7915 0.0962 -0.930 -1.288 -0.255
H 1.0549 0.2439 -0.5696 1.934 -1.304 -0.437
H -2.9906 0.6401 -0.3466 -0.187 0.171 -0.314
H -2.3265 -0.9728 -0.4128 0.723 0.675 -0.340
H -0.8878 0.2372 -1.9581 0.953 -0.622 -0.399
H 0.3228 0.6268 2.1641 -0.094 -0.053 -0.122